No. 1
Density functional theory data (ωB97M-V/def2-TZVPD) for a molecular structure, C13H15N3O2 in a non-equilibrium geometry.

Its HOMO-LUMO gap is 8.996 eV. The calculation puts the maximum force at 18.13 eV/A. Its LUMO energy is 0.09 eV. Its HOMO energy is -8.911 eV.

```
33
Properties=species:S:1:pos:R:3:mulliken_charge:R:1
C 5.62 -1.29 0.20 -1.1311
C 4.54 -1.59 -0.80 -0.2518
H 4.72 -1.06 -1.82 0.3102
H 4.26 -2.69 -0.91 0.2678
O 3.20 -1.22 -0.42 -0.4020
C 2.89 0.18 -0.45 0.0457
O 3.59 0.85 -0.97 -0.3770
C 1.66 0.69 -0.01 0.0361
C 0.72 -0.07 0.73 0.4801
N -0.16 0.72 1.17 0.5316
N 0.03 2.18 0.72 -0.3653
N 1.09 2.03 -0.02 -0.3506
C -1.41 0.32 1.75 -1.1878
C -2.41 -0.04 0.96 0.8692
C -2.99 -1.39 1.06 -0.3718
C -3.95 -1.96 0.42 -0.9041
C -4.20 -1.41 -0.81 -0.1426
C -3.73 -0.05 -1.05 0.6086
C -2.69 0.66 -0.29 -0.8219
H -2.39 1.57 -0.31 0.7782
C -4.13 0.75 -2.46 -1.6330
H -5.06 1.49 -2.00 0.2377
H -3.28 1.51 -2.65 0.2963
H -4.42 0.13 -2.99 0.7073
H -4.94 -1.52 -1.79 0.1360
H -4.22 -2.88 0.48 0.5236
H -2.69 -2.10 2.08 0.0499
H -1.77 1.63 2.19 0.3162
H -1.32 -0.19 2.83 0.3906
H 0.80 -1.17 1.16 0.3112
H 5.39 -1.56 1.06 0.4636
H 6.43 -1.79 -0.42 0.3132
H 5.77 -0.18 0.19 0.2661
```

No. 2
Density functional theory data (ωB97M-V/def2-TZVPD) for 33 unconnected molecules or ions with the total composition H66O33 in a non-equilibrium geometry.

Its HOMO-LUMO gap is 10.281 eV. The calculation puts the maximum force at 4.15 eV/A. Its LUMO energy is -0.19 eV. Its HOMO energy is -10.474 eV.

```
99
Properties=species:S:1:pos:R:3:mulliken_charge:R:1
O 5.51 0.50 -2.38 -0.5861
H 6.35 0.58 -1.99 0.2918
H 5.05 1.35 -2.31 0.3031
O 0.36 -1.36 2.15 0.0030
H -0.44 -1.54 1.67 0.0412
H 0.13 -1.27 3.03 0.1448
O 2.34 -1.00 4.39 -0.7930
H 2.70 -0.80 3.48 0.3486
H 2.48 -1.96 4.49 0.3669
O -2.80 4.52 -2.11 -0.6175
H -1.85 4.58 -2.06 0.3388
H -3.18 4.57 -1.21 0.2958
O 2.01 1.61 4.70 -0.6668
H 1.47 1.78 5.49 0.2812
H 2.08 0.61 4.63 0.5182
O 3.66 2.80 -0.31 -0.6004
H 4.34 2.53 0.35 0.3019
H 3.01 3.33 0.15 0.2258
O 1.15 2.28 -4.33 -0.6637
H 1.85 1.84 -3.74 0.3087
H 0.83 2.91 -3.68 0.3277
O -4.22 -3.16 -0.77 -0.6091
H -3.95 -3.62 0.06 0.4268
H -5.05 -3.64 -0.95 0.2550
O -0.03 1.30 1.35 -0.5324
H 0.46 0.50 1.44 0.1577
H -0.11 1.53 0.41 0.3603
O -0.55 2.19 -1.41 -0.2007
H 0.20 1.57 -1.60 0.3961
H -1.27 2.00 -2.04 0.1419
O -1.41 0.09 -4.69 -0.6885
H -1.86 0.89 -4.96 0.2348
H -0.48 0.27 -4.71 0.2704
O -2.39 -1.97 2.58 -0.6978
H -2.92 -1.54 3.27 0.3110
H -2.76 -1.63 1.73 0.3787
O -3.48 -0.53 -0.36 -0.8847
H -4.18 -1.19 -0.61 0.3907
H -2.78 -0.95 -1.02 0.2602
O 2.33 -3.44 3.02 -0.7280
H 1.58 -3.10 2.62 0.2419
H 3.07 -3.42 2.36 0.3843
O 2.22 -1.41 -0.38 -0.5692
H 2.84 -2.09 -0.93 0.5570
H 1.44 -2.05 -0.31 0.2074
O -0.23 4.46 -2.79 -0.7396
H 0.31 5.19 -2.46 0.2775
H -0.14 3.75 -2.15 0.3585
O -3.29 1.43 -2.44 -0.4305
H -3.57 0.92 -1.60 0.2964
H -3.92 2.19 -2.44 0.3054
O -4.31 1.76 -5.64 -0.6436
H -3.64 1.94 -6.29 0.3137
H -3.88 1.80 -4.73 0.2890
O -0.81 -5.20 0.00 -0.7005
H -1.67 -5.47 -0.11 0.2540
H -0.63 -5.29 1.00 0.4358
O -3.74 4.16 0.76 -0.6185
H -3.26 4.85 1.16 0.2799
H -3.69 3.40 1.31 0.2966
O -3.70 -4.31 1.52 -0.6314
H -4.45 -4.52 2.02 0.2716
H -3.22 -3.69 2.13 0.3592
O 4.79 1.92 2.29 -0.6860
H 3.90 2.18 2.56 0.3800
H 5.39 2.17 2.95 0.2744
O -1.81 3.28 -5.00 -0.6129
H -1.69 3.77 -4.12 0.2968
H -0.87 3.09 -5.24 0.3371
O -1.62 -1.48 -2.61 -0.6189
H -1.79 -1.05 -3.50 0.2343
H -2.27 -2.18 -2.83 0.3449
O 2.20 3.06 2.55 -0.7765
H 1.41 2.86 2.00 0.3138
H 2.01 2.58 3.39 0.3764
O 4.81 -2.93 1.24 -0.7498
H 4.45 -1.96 1.40 0.5487
H 5.65 -3.02 1.68 0.2618
O -0.57 -4.93 2.65 -0.7447
H -0.68 -3.93 2.59 0.3250
H 0.37 -5.10 2.88 0.3300
O 3.48 -0.64 1.85 -0.7680
H 3.86 0.23 1.61 0.2607
H 2.89 -0.98 1.08 0.4186
O -3.27 0.13 4.41 -0.7126
H -4.15 0.24 4.09 0.3139
H -2.88 0.77 3.84 0.3726
O -0.27 -2.57 -0.27 -0.5821
H -0.73 -2.17 -0.99 0.1897
H -0.43 -3.57 -0.33 0.3549
O 4.08 -2.84 -1.64 -0.7178
H 4.44 -3.03 -0.79 0.3759
H 4.60 -2.06 -1.91 0.3432
O -2.83 1.53 1.76 -0.5239
H -1.86 1.31 1.81 0.3933
H -3.08 0.90 1.11 0.3199
O 1.93 1.08 -1.65 -0.5550
H 1.94 0.11 -1.56 0.3192
H 2.67 1.37 -1.05 0.1564
```

No. 3
Density functional theory data (ωB97M-V/def2-TZVPD) for a molecular structure, C31H37BN4O2SY in a non-equilibrium geometry.

Its HOMO-LUMO gap is 6.862 eV. The calculation puts the maximum force at 1.82 eV/A. Its LUMO energy is -3.45 eV. The charge is +1. Its HOMO energy is -10.312 eV.

```
77
Properties=species:S:1:pos:R:3:mulliken_charge:R:1
Y -0.24 0.63 -0.03 0.2552
C 1.13 3.03 1.60 -1.1149
C 2.21 1.95 1.46 -0.1461
C 2.34 1.18 2.75 0.7322
C 3.35 1.53 3.63 -0.8427
C 3.38 1.00 4.91 -1.0255
C 2.36 0.16 5.32 -0.8360
C 1.33 -0.23 4.47 0.7289
C 0.17 -0.99 5.08 -0.7851
C -1.18 -0.29 4.90 -1.0408
C 1.37 0.23 3.13 -0.2308
N 0.44 -0.16 2.15 0.3441
C 0.05 -1.42 2.13 -0.2356
C -0.97 -1.89 1.28 0.0375
C -1.51 -3.18 1.20 -0.7902
C -2.53 -3.12 0.26 -0.7651
C -2.56 -1.80 -0.21 -0.3914
N -1.63 -1.04 0.39 -0.2493
H 1.00 3.61 0.68 0.2430
H 1.38 3.72 2.40 0.4825
H 0.16 2.60 1.88 0.3254
H 3.16 2.42 1.22 0.6755
H 2.02 1.30 0.58 -0.0448
H 4.10 2.24 3.32 0.4100
H 4.17 1.27 5.59 0.3935
H 2.35 -0.19 6.34 0.3963
H 0.37 -1.07 6.15 0.4055
H 0.11 -2.02 4.72 0.2715
H -1.13 0.72 5.28 0.3340
H -1.95 -0.83 5.45 0.3957
H -1.49 -0.25 3.85 0.1414
H 0.51 -2.15 2.79 0.7029
H -1.22 -4.03 1.78 0.5277
H -3.19 -3.91 -0.05 0.4782
H -3.21 -1.38 -0.96 0.4993
C -4.69 7.22 -4.70 -1.6020
C -3.29 7.35 -4.07 2.0611
C -3.18 8.72 -3.37 -1.5947
C -2.25 7.30 -5.19 -2.0869
C -3.10 6.24 -3.04 0.1428
C -3.97 6.16 -1.95 -0.6438
C -3.88 5.19 -0.96 -1.9769
C -2.85 4.27 -1.10 1.1777
O -2.51 3.21 -0.30 -0.5755
B -1.40 2.60 -0.89 0.5830
O -1.07 3.32 -2.05 0.0032
C -1.98 4.34 -2.17 0.6127
C -2.07 5.31 -3.15 -0.7794
H -4.85 8.03 -5.41 0.4427
H -5.47 7.27 -3.95 0.3315
H -4.78 6.27 -5.23 0.3808
H -3.28 9.52 -4.10 0.4500
H -2.21 8.82 -2.88 0.3742
H -3.95 8.85 -2.62 0.3294
H -2.45 8.10 -5.90 0.4271
H -2.30 6.35 -5.73 0.4036
H -1.24 7.43 -4.80 0.3939
H -4.77 6.89 -1.86 0.4226
H -4.57 5.15 -0.14 0.4678
H -1.37 5.32 -3.97 0.5656
C 1.66 0.04 -6.33 -1.4559
C 1.54 0.43 -4.90 0.8280
C 1.72 1.70 -4.41 -1.2443
C 1.57 1.92 -3.02 1.0538
N 1.25 0.94 -2.19 -0.0536
C 1.12 -0.33 -2.66 -0.0378
S 0.79 -1.58 -1.61 -0.4015
N 1.25 -0.55 -4.01 0.0198
C 1.79 3.27 -2.45 -0.8274
H 1.74 0.92 -6.96 0.3626
H 0.79 -0.54 -6.64 0.4010
H 2.55 -0.57 -6.47 0.3513
H 1.95 2.52 -5.07 0.4575
H 1.12 -1.50 -4.33 0.3271
H 1.25 4.03 -3.03 0.2587
H 2.85 3.50 -2.50 0.4766
H 1.45 3.32 -1.41 -0.1084
```

Q: What is the LUMO energy in the third record?
A: -3.45 eV